# 1
Computed, not measured: a structure of composition C29H27MnN2O6S2Si at a distorted geometry, with ωB97M-V with the def2-TZVPD basis set.

Its net charge is +1. Its HOMO energy (alpha / beta) is -11.5 / -11.5 eV. Its expectation value of S² is 0.791. The energy is -106639.433 eV. The spin multiplicity is 2. As for the LUMO energy (alpha / beta): -6.191 / -6.104 eV. As for the HOMO-LUMO gap (alpha / beta): 5.29 / 5.37 eV. As for the relative energy (zero: lowest compared OMol25 entry of this formula, charge and spin): 3.7 kcal per mole.

Each line ends with the Löwdin spin population.
Positions of all 68 atoms, in Å:
Mn 1.702 -0.782 0.094  0.8411
S -0.244 -4.786 0.570  -0.0022
S 2.373 -1.529 -4.303  0.0028
Si -1.136 1.075 -0.184  0.0075
O 3.103 -0.182 4.834  0.0054
O 5.971 -0.860 4.420  0.0023
O 1.834 -0.447 2.055  0.0357
O 6.345 -1.524 1.544  0.0136
O 0.291 0.195 -0.143  0.0579
O 3.557 -1.205 0.297  0.0201
N 1.934 -1.261 -1.839  -0.0042
N 0.934 -2.597 0.160  -0.0158
C -2.086 2.737 4.091  -0.0001
C -0.837 2.497 -1.394  -0.0011
C -2.057 3.423 -1.468  -0.0003
C 0.343 -4.490 -1.006  0.0000
C 3.975 -1.050 1.477  0.0195
C -3.066 2.733 3.110  0.0002
C -0.827 2.235 3.802  0.0000
C -0.555 1.731 2.538  0.0005
C 3.003 -0.628 2.453  0.0061
C 0.938 -3.275 -1.052  -0.0006
C -3.796 0.239 -0.926  -0.0002
C -2.078 -1.368 -1.305  0.0000
C -4.735 -0.640 -1.443  0.0000
C 0.041 -2.787 2.487  -0.0002
C 5.325 -1.204 2.082  0.0018
C -1.526 1.706 1.537  0.0036
C 5.128 -0.849 3.585  0.0001
C 1.502 -2.528 -2.169  0.0006
C 1.669 -2.849 -3.474  -0.0004
C -3.009 -2.256 -1.824  0.0000
C 0.366 3.317 -0.915  -0.0001
C -2.443 -0.106 -0.836  -0.0007
C 2.444 -0.620 -2.861  0.0060
C -4.345 -1.894 -1.892  0.0000
C 0.305 -3.267 1.104  -0.0029
C 3.050 0.737 -2.782  0.0011
C -2.787 2.224 1.852  0.0005
C -0.565 1.920 -2.788  0.0006
C 3.630 -0.489 3.807  0.0008
H -0.766 -3.362 2.935  0.0000
H 1.411 -3.762 -3.983  0.0000
H 0.266 1.209 -2.776  0.0003
H -0.314 2.723 -3.486  0.0000
H -2.288 3.871 -0.500  0.0000
H -3.577 2.236 1.111  0.0000
H 1.266 2.706 -0.813  -0.0001
H -2.693 -3.229 -2.181  0.0000
H 4.138 0.667 -2.798  0.0003
H -5.079 -2.579 -2.295  0.0000
H -4.051 3.126 3.326  0.0000
H 0.435 1.349 2.334  0.0001
H -5.775 -0.345 -1.498  0.0000
H -0.239 -1.735 2.475  0.0000
H 0.208 -5.199 -1.805  0.0000
H 2.729 1.359 -3.617  0.0002
H -1.854 4.240 -2.166  -0.0001
H -4.139 1.209 -0.592  0.0000
H 0.927 -2.907 3.113  0.0000
H -1.438 1.396 -3.180  0.0000
H 0.172 3.780 0.055  0.0000
H -2.945 2.901 -1.831  0.0000
H 2.742 1.226 -1.859  0.0003
H -2.303 3.132 5.075  0.0000
H 0.585 4.117 -1.628  0.0000
H -0.054 2.236 4.560  0.0000
H -1.036 -1.661 -1.272  -0.0001

# 2
Computed, not measured: a structure of composition C14H25LuN5O6S at a distorted geometry, with ωB97M-V with the def2-TZVPD basis set.

Its net charge is +1. Its HOMO energy (alpha / beta) is -10.4 / -10.4 eV. The energy is -79103.037 eV. As for the LUMO energy (alpha / beta): -6.763 / -6.759 eV. As for the HOMO-LUMO gap (alpha / beta): 3.62 / 3.63 eV.

Each line ends with the natural charge from an NBO analysis.
Positions of all 52 atoms, in Å:
Lu 0.432 1.345 -0.567  1.6602
S -2.118 0.509 0.240  -0.2042
O -1.031 1.260 -3.357  -0.5240
O 1.069 -0.467 2.147  -0.4886
O 1.298 -1.963 0.054  -0.5652
O 2.039 2.966 -0.003  -0.9615
O -1.191 3.761 0.695  -0.2021
O 0.301 2.904 -1.967  -1.1965
N -0.418 0.359 -2.512  -0.1916
N 0.809 0.771 1.724  -0.0612
N 0.632 -1.155 -0.836  -0.1960
N -1.047 -1.650 1.322  -0.5066
N -0.446 2.835 1.097  -0.0014
C 0.132 -1.799 -1.905  0.2326
C -0.492 -0.923 -2.858  0.2113
C -2.020 -1.166 0.496  0.1211
C 1.287 1.382 4.071  -0.6758
C -1.733 -3.891 0.986  -0.2866
C 3.041 0.936 -1.198  -0.9659
C -2.876 -2.088 -0.133  -0.2734
C -1.179 -1.426 -4.075  -0.6841
C -0.021 2.835 2.401  0.2429
C 0.704 1.675 2.733  0.1974
C -0.227 4.012 3.276  -0.6888
C 0.121 -3.273 -2.107  -0.6905
C -0.882 -2.970 1.561  0.0972
C -2.736 -3.444 0.113  -0.1092
H 0.628 3.561 -2.605  0.5118
H 2.359 1.161 3.985  0.2619
H 1.625 3.431 -0.771  0.5200
H -0.907 -3.653 -2.156  0.2438
H 3.885 1.529 -1.572  0.2213
H 0.032 3.780 4.314  0.2415
H -0.629 2.121 -2.941  0.5168
H 1.338 -1.388 0.905  0.4950
H -3.623 -1.672 -0.802  0.2542
H 3.317 0.430 -0.262  0.2079
H -0.537 -2.144 -4.601  0.2399
H -1.581 -4.941 1.218  0.2482
H -0.053 -3.223 2.227  0.2351
H -2.110 -1.952 -3.817  0.2437
H 1.177 2.230 4.751  0.2401
H -3.409 -4.163 -0.357  0.2426
H -1.273 4.335 3.238  0.2703
H 0.591 -3.529 -3.064  0.2508
H 0.406 4.854 2.955  0.2711
H 2.730 0.202 -1.959  0.2270
H 0.643 -3.791 -1.302  0.2602
H -1.418 -0.597 -4.745  0.2694
H 0.802 0.510 4.533  0.2626
H 2.891 2.589 -0.347  0.5278
H -0.331 -1.014 1.776  0.4477

# 3
Computed, not measured: a structure of composition C39H62BN4P2Ru at a distorted geometry, with ωB97M-V with the def2-TZVPD basis set.

Its net charge is +1. Its HOMO energy (alpha / beta) is -9.7 / -9.7 eV. The energy is -69240.816 eV. As for the LUMO energy (alpha / beta): -3.509 / -3.396 eV. As for the HOMO-LUMO gap (alpha / beta): 6.18 / 6.30 eV. As for the relative energy (zero: lowest compared OMol25 entry of this formula, charge and spin): 50.7 kcal per mole.

Each line ends with the Mulliken charge.
Positions of all 109 atoms, in Å:
Ru -0.300 -0.031 -0.056  2.2012
P -0.748 -0.353 -2.491  0.5883
P 0.992 -1.000 2.034  1.0345
N -6.115 0.499 2.927  -0.4556
N 0.111 -3.095 0.644  0.3790
N -0.907 -2.775 -1.366  0.2018
N -2.576 0.324 0.755  1.3425
C 0.158 -6.284 -1.948  -0.7913
C -4.984 0.466 2.200  0.6876
C -1.100 3.976 1.197  -2.8009
C 1.693 0.776 -3.030  -1.5046
C 1.554 4.980 1.511  -0.4843
C 3.527 4.612 -0.388  -1.0790
C -0.445 -4.074 -1.320  0.4884
C 3.758 5.460 0.681  -0.5179
C 1.673 -1.667 -2.560  -2.0091
C -3.881 1.268 2.527  -1.1820
C -1.407 -2.108 -2.533  -1.9679
C -4.829 -0.402 1.108  -1.1275
C 0.919 -1.295 4.933  -1.8566
C 0.735 -2.854 1.913  -1.2168
C 2.321 3.949 -0.498  0.2196
C 0.839 -5.461 0.218  -0.8923
C 0.281 1.934 0.528  -0.9404
C -3.630 -0.432 0.434  -0.6615
C -2.382 -0.411 -4.888  -1.8566
C 0.323 0.920 3.903  -2.2096
C -1.205 -1.046 3.647  -2.2809
C 0.816 -6.463 -0.737  -0.8566
C -3.214 0.764 -2.838  -1.6485
C 3.370 0.488 2.477  -1.8188
C 2.767 5.637 1.629  -0.9854
C 3.619 -1.935 2.950  -1.7831
C -0.552 3.607 -1.158  -1.6737
C -1.980 0.466 -3.700  2.0946
C 1.001 -0.863 -4.797  -1.8559
C -0.484 -5.095 -2.257  -0.9204
C 1.304 4.131 0.438  -0.4868
C -2.727 1.157 1.791  -1.2080
C -1.433 1.786 -4.240  -1.9106
C 0.203 -4.267 -0.077  0.7411
C -0.017 3.384 0.274  4.1476
C 2.903 -0.910 2.069  1.6800
C 0.262 -0.598 3.742  1.8823
C 3.300 -1.152 0.610  -1.6951
C 0.960 -0.538 -3.308  2.1972
B -0.567 -2.126 -0.140  -0.1734
H 1.605 1.025 -1.965  -0.2201
H -2.077 3.599 0.911  0.4105
H -0.755 4.666 -1.304  0.3601
H 1.088 -2.352 4.734  0.3045
H -3.861 1.481 -3.341  0.6034
H 2.942 6.289 2.471  0.4172
H 0.167 3.289 -1.908  0.2633
H -1.824 -0.474 4.336  0.5773
H 4.292 4.463 -1.136  0.4345
H 4.702 5.972 0.770  0.4226
H 1.279 1.594 -3.616  0.3029
H 4.420 0.610 2.211  0.5204
H 0.112 -3.210 2.741  0.3835
H 2.957 -2.125 0.259  0.1886
H -1.553 -0.572 -5.569  0.3269
H 0.250 -1.230 5.791  0.5120
H 2.803 1.266 1.970  0.2661
H 1.552 -1.540 -1.479  0.0151
H -0.351 1.257 4.688  0.5329
H -1.316 -2.097 3.905  0.4474
H -5.642 -1.047 0.807  0.3806
H 1.318 -7.397 -0.535  0.4074
H 0.633 -0.047 -5.412  0.3867
H 1.862 -0.835 5.219  0.3686
H 0.799 5.159 2.261  0.4370
H 1.691 -3.381 1.953  0.1767
H -2.782 -1.377 -4.591  0.3003
H -0.613 1.624 -4.936  0.2614
H -3.801 -0.133 -2.653  0.3119
H -2.222 2.309 -4.783  0.5910
H 3.419 -1.776 4.004  0.3130
H -1.115 5.057 1.081  0.6295
H -1.585 -0.895 2.636  0.4262
H 1.324 1.252 4.157  0.2965
H -1.095 -2.621 -3.449  0.5748
H 2.168 3.288 -1.338  0.0759
H -3.935 1.952 3.361  0.4442
H 4.382 -1.126 0.503  0.6754
H -3.164 0.107 -5.442  0.5471
H 3.281 0.633 3.550  0.3475
H 2.737 -1.655 -2.790  0.7406
H -0.984 -4.970 -3.207  0.4919
H 1.352 -5.610 1.155  0.5168
H 0.156 -7.083 -2.672  0.4200
H 2.750 0.688 -3.277  0.6518
H -1.095 2.432 -3.435  0.2962
H 3.368 -2.963 2.702  0.3175
H -2.915 1.185 -1.875  0.0276
H 2.880 -0.373 -0.031  0.0981
H 0.039 1.400 2.965  0.6517
H 1.285 -2.644 -2.841  0.2913
H -6.222 1.170 3.664  0.2107
H -3.500 -1.100 -0.407  0.2393
H -6.897 -0.077 2.677  0.1985
H -2.505 -2.056 -2.519  0.4530
H 2.040 -1.039 -5.075  0.4698
H -1.859 1.746 2.038  0.8282
H 0.443 -1.768 -5.029  0.3043
H -0.921 3.738 2.243  0.5009
H 4.692 -1.828 2.790  0.5164
H 1.374 1.746 0.535  0.2949
H -1.480 3.050 -1.286  0.4252

# 4
Computed, not measured: a cluster of 2 separate species, C2HCl4NO in total at a distorted geometry, with ωB97M-V with the def2-TZVPD basis set.

Its HOMO energy (alpha / beta) is -8.1 / -10.6 eV. Its expectation value of S² is 2.006. The energy is -55712.606 eV. The spin multiplicity is 3. As for the LUMO energy (alpha / beta): 0.285 / -3.936 eV. As for the HOMO-LUMO gap (alpha / beta): 8.43 / 6.66 eV.

Each line ends with the Löwdin spin population.
Positions of all 9 atoms, in Å:
Cl -0.189 0.347 3.142  -0.0017
Cl -0.585 -2.917 3.591  0.9579
Cl -2.953 0.050 2.694  0.0048
Cl 1.124 -2.930 2.473  1.0179
O 0.282 -1.784 -0.248  0.0170
N -1.182 -0.422 0.791  0.0004
C -0.181 -0.724 -0.160  0.0024
C -1.339 -0.002 1.940  0.0009
H 0.019 0.208 -0.940  0.0004

# 5
Computed, not measured: an isolated molecule of C2H4N2OS2 at a distorted geometry, with ωB97M-V with the def2-TZVPD basis set.

Its HOMO energy is -8.9 eV. Its SMILES is NC(=O)C(=S)NS. The energy is -28834.617 eV. As for the LUMO energy: -0.377 eV. As for the HOMO-LUMO gap: 8.55 eV. As for the relative energy (zero: lowest compared OMol25 entry of this formula, charge and spin): 56.9 kcal per mole.

Each line ends with the natural charge from an NBO analysis.
Positions of all 11 atoms, in Å:
S 0.577 1.082 -2.301  0.1460
S 1.587 -0.092 1.781  -0.1289
O -0.880 -1.200 -0.976  -0.6091
N 1.114 0.999 -0.529  -0.7071
N -1.403 -0.567 1.168  -0.7776
C -0.627 -0.708 0.166  0.5670
C 0.661 0.036 0.391  0.0394
H 2.150 1.196 -0.306  0.4273
H 0.762 -0.337 -2.361  0.1739
H -2.615 -0.433 0.885  0.4189
H -1.326 0.023 2.082  0.4502

# 6
Computed, not measured: a structure of composition C4H14N2O2 at a distorted geometry, with ωB97M-V with the def2-TZVPD basis set.

Its HOMO energy (alpha / beta) is -8.2 / -8.2 eV. The energy is -11445.146 eV. As for the LUMO energy (alpha / beta): 0.334 / 0.334 eV. As for the HOMO-LUMO gap (alpha / beta): 8.54 / 8.54 eV. As for the relative energy (zero: lowest compared OMol25 entry of this formula, charge and spin): 127.9 kcal per mole.

Each line ends with the natural charge from an NBO analysis.
Positions of all 22 atoms, in Å:
O 0.105 -1.492 -0.850  -0.6216
O -0.611 -1.601 1.439  -0.8355
N 0.527 -0.187 -0.673  0.0159
N -0.334 2.124 -1.092  -0.8296
C 0.815 0.129 1.277  -0.2773
C -0.526 0.717 -1.248  -0.0709
C -1.935 -1.234 1.682  -0.2407
C 1.830 -0.017 -1.314  -0.4369
H 1.747 -0.178 -2.393  0.2184
H 2.218 0.985 -1.125  0.2023
H -2.016 -0.242 2.162  0.1223
H 1.592 -0.594 1.483  0.2137
H -0.607 0.472 -2.311  0.1973
H 0.096 0.317 2.063  0.2194
H -0.334 2.436 -0.131  0.3694
H -1.452 0.414 -0.762  0.2171
H -0.347 -1.729 0.184  0.4914
H -2.403 -1.963 2.354  0.1670
H 2.512 -0.755 -0.900  0.2329
H 0.462 2.497 -1.588  0.3640
H 1.209 1.094 0.974  0.1401
H -2.549 -1.194 0.770  0.1416